i:
{
  "formula": "C4H15NO2",
  "method": "the ωB97M-V functional and the def2-TZVPD basis",
  "total_charge": 1,
  "orbital_gap_ev": [11.681, 6.910],
  "s2": 0.75,
  "lumo_ha": [-0.115, -0.291],
  "multiplicity": 2,
  "elements": ["C", "C", "N", "C", "C", "H", "H", "H", "H", "H", "H", "H", "H", "H", "H", "H", "H", "H", "O", "H", "H", "O"],
  "positions_angstrom": [[1.2788, 1.3472, 1.3407], [0.7763, 0.5627, 0.1214], [-0.4080, -0.2835, 0.3688], [-0.9058, -0.8693, -0.8546], [-1.4243, 0.3519, 1.2054], [1.0985, 0.7819, 2.2512], [0.7455, 2.3015, 1.4098], [2.3223, 1.6174, 1.2006], [0.5818, 1.2000, -0.7338], [1.5465, -0.1288, -0.2268], [-0.8429, -0.2103, -1.7326], [-0.2284, -1.6730, -1.1652], [-1.8845, -1.3321, -0.7214], [-1.7280, 1.2609, 0.6904], [-1.1141, 0.5078, 2.2283], [-2.2937, -0.2836, 1.2560], [0.2736, 1.3812, -4.3555], [0.0335, -0.0696, -3.9996], [0.7249, 0.5293, -4.3195], [0.8794, -1.7020, 2.2826], [-0.1681, -2.6635, 1.7133], [0.7368, -2.6260, 2.0404]],
  "lowdin_spin": [0.001, 0.057, 0.644, 0.063, 0.068, 0.000, 0.001, -0.001, 0.031, 0.015, 0.030, 0.021, 0.000, 0.037, 0.007, 0.002, 0.000, 0.000, 0.002, 0.000, 0.000, 0.022]
}



ii:
{
  "formula": "C4H15NO2",
  "method": "the ωB97M-V functional and the def2-TZVPD basis",
  "total_charge": 1,
  "orbital_gap_ev": [11.029, 6.415],
  "s2": 0.75,
  "lumo_ha": [-0.120, -0.290],
  "multiplicity": 2,
  "elements": ["C", "N", "C", "C", "C", "H", "H", "H", "H", "H", "H", "H", "H", "H", "H", "H", "H", "H", "O", "H", "H", "O"],
  "positions_angstrom": [[-0.6270, -1.9116, -1.8118], [-0.0622, -0.7249, -1.1927], [-0.3575, -1.0267, 1.2209], [0.6534, -0.8220, 0.0665], [1.8255, -1.7930, 0.0795], [-0.7708, -2.6672, -1.0340], [-1.6281, -1.7580, -2.1751], [0.0386, -2.2549, -2.6079], [-0.7537, 0.0268, -1.1413], [-0.7815, -0.0853, 1.5771], [-1.2126, -1.6079, 0.8869], [0.1009, -1.5633, 2.0384], [1.0979, 0.1800, 0.1699], [1.5078, -2.8128, -0.1473], [2.5466, -1.4623, -0.6644], [2.3063, -1.8407, 1.0350], [1.7590, 4.1779, -0.4069], [0.6697, 3.2601, 0.0234], [1.3840, 3.3149, -0.6262], [-2.9243, 4.5037, 1.6044], [-2.5655, 2.9975, 1.4336], [-2.2065, 3.8697, 1.6720]],
  "lowdin_spin": [0.079, 0.676, 0.074, 0.072, 0.006, 0.023, 0.003, 0.026, 0.015, 0.000, 0.000, 0.011, 0.014, 0.000, 0.001, 0.000, 0.000, 0.000, 0.000, 0.000, 0.000, 0.000]
}



Relative to the most stable structure, the computed energies are i 30.3; ii 0.0, all in kJ/mol.



i:
{
  "formula": "C4H7N2O",
  "method": "the ωB97M-V functional and the def2-TZVPD basis",
  "total_charge": 1,
  "smiles": "CN=C=C[N+](C)=O",
  "orbital_gap_ev": [8.386, 8.391],
  "lumo_ha": [-0.215, -0.215],
  "elements": ["C", "N", "C", "C", "N", "C", "O", "H", "H", "H", "H", "H", "H", "H"],
  "positions_angstrom": [[3.1867, -0.4502, 0.1077], [1.8717, -0.2488, -0.3166], [0.8362, 0.2366, -0.4727], [-0.4333, 0.7272, -0.4884], [-1.4774, -0.2198, -0.2634], [-2.7927, 0.2198, 0.2764], [-1.2218, -1.4456, -0.1999], [3.5977, 0.5072, 0.3703], [3.5930, -1.0935, -0.7107], [3.0599, -0.9080, 1.2023], [-0.6361, 1.7693, -0.7759], [-2.9059, 0.4060, 1.4370], [-3.6453, -0.5020, 0.1364], [-3.0328, 1.0019, -0.3028]],
  "mulliken_charge": [-0.657, 0.099, 0.577, -0.589, 0.521, -0.820, -0.430, 0.340, 0.307, 0.303, 0.339, 0.284, 0.324, 0.403]
}



ii:
{
  "formula": "C4H7N2O",
  "method": "the ωB97M-V functional and the def2-TZVPD basis",
  "total_charge": 1,
  "orbital_gap_ev": [8.248, 8.758],
  "lumo_ha": [-0.201, -0.217],
  "elements": ["C", "C", "C", "C", "N", "N", "O", "H", "H", "H", "H", "H", "H", "H"],
  "positions_angstrom": [[1.9111, 1.7852, -0.0727], [0.8469, -0.3352, 0.1977], [-1.4587, 0.3496, -0.1200], [-0.5846, -0.8256, 0.3620], [1.1237, 0.9803, 0.2011], [3.0487, -0.5730, -0.0618], [1.8745, -1.1046, -0.0153], [2.7065, 2.4730, -0.3079], [-1.2472, 1.2200, 0.3701], [-2.5000, 0.1848, -0.2976], [-1.2084, 0.6756, -1.1408], [-0.8847, -1.6927, -0.1691], [-0.8135, -1.0842, 1.4412], [3.6954, -1.1772, -0.4087]],
  "mulliken_charge": [0.211, 0.554, -1.298, -0.250, -0.129, -0.516, -0.015, 0.445, 0.389, 0.370, 0.379, 0.330, 0.279, 0.251]
}



iii:
{
  "formula": "C4H7N2O",
  "method": "the ωB97M-V functional and the def2-TZVPD basis",
  "total_charge": 1,
  "orbital_gap_ev": [9.102, 7.283],
  "lumo_ha": [-0.201, -0.221],
  "elements": ["C", "C", "C", "C", "N", "N", "O", "H", "H", "H", "H", "H", "H", "H"],
  "positions_angstrom": [[-1.3556, -0.7565, -0.0242], [-1.9365, 1.4857, -0.2671], [0.3778, 0.6755, 0.2993], [1.8084, -1.2538, -0.0944], [0.9202, -0.2946, -0.5792], [-1.1035, 0.5239, 0.1140], [-1.7697, -1.8030, 0.1683], [-1.5807, 2.5010, -0.2683], [-2.9179, 1.2445, -0.6391], [0.6071, 0.5531, 1.3727], [0.6710, 1.6837, -0.0223], [1.6029, -2.2144, -0.5779], [2.8085, -0.9919, -0.4785], [1.8682, -1.3532, 0.9965]],
  "mulliken_charge": [0.509, -0.241, -0.444, -0.748, -0.365, 0.110, -0.158, 0.296, 0.287, 0.376, 0.407, 0.310, 0.317, 0.343]
}



iv:
{
  "formula": "C4H7N2O",
  "method": "the ωB97M-V functional and the def2-TZVPD basis",
  "total_charge": 1,
  "smiles": "C[C@@H]1C(=[NH2+])N1C=O",
  "orbital_gap_ev": 10.556,
  "lumo_ha": -0.175,
  "elements": ["C", "C", "C", "N", "N", "C", "O", "H", "H", "H", "H", "H", "H", "H"],
  "positions_angstrom": [[0.2814, 1.6190, -0.1779], [-0.1375, 0.4767, 0.7268], [0.0586, -0.8671, 0.1913], [0.7560, -1.9092, -0.0240], [-1.1824, -0.4241, 0.2673], [-2.4698, -0.6236, -0.1866], [-3.3449, 0.1459, -0.0280], [-0.5210, 1.8161, -0.8598], [1.1898, 1.1621, -0.5206], [0.4169, 2.5615, 0.3658], [0.1519, 0.5683, 1.8750], [1.7289, -1.9211, 0.3931], [0.3549, -2.8809, -0.2340], [-2.3931, -1.6745, -0.6640]],
  "mulliken_charge": [-1.000, 0.130, 0.258, -0.351, -0.023, 0.282, -0.375, 0.297, 0.314, 0.320, 0.315, 0.309, 0.315, 0.209]
}



Relative to the most stable structure, the computed energies are i 195.9; ii 363.1; iii 244.8; iv 0.0, all in kJ/mol.



i:
{
  "formula": "C4H6O4",
  "method": "the ωB97M-V functional and the def2-TZVPD basis",
  "orbital_gap_ev": 9.544,
  "lumo_ha": 0.013,
  "elements": ["C", "C", "C", "C", "O", "O", "O", "O", "H", "H", "H", "H", "H", "H"],
  "positions_angstrom": [[1.1951, -0.8548, 0.4524], [-0.3446, 1.3247, -0.1575], [-0.6075, -0.0459, 0.2365], [-1.6642, -0.7572, -0.1828], [2.2977, -0.1744, 0.7890], [1.2145, -1.3614, -0.7844], [-1.3536, 2.1915, 0.0986], [0.7466, 1.7296, -0.5541], [0.5191, -2.0870, -0.7147], [2.4750, 0.4734, 0.0788], [-0.9463, 3.0747, 0.0410], [0.8083, -1.4654, 1.2669], [-2.4388, -0.3182, -0.8137], [-1.9011, -1.7296, 0.2439]],
  "mulliken_charge": [-0.059, 0.540, 0.317, -0.870, -0.447, -0.451, -0.458, -0.634, 0.392, 0.389, 0.340, 0.381, 0.233, 0.327]
}



ii:
{
  "formula": "C4H6O4",
  "method": "the ωB97M-V functional and the def2-TZVPD basis",
  "orbital_gap_ev": 9.801,
  "lumo_ha": 0.019,
  "elements": ["C", "C", "C", "C", "O", "O", "O", "O", "H", "H", "H", "H", "H", "H"],
  "positions_angstrom": [[1.0922, -0.2275, 1.0586], [-0.6250, -0.9021, -1.2275], [-0.3741, 0.7957, 1.2211], [0.5272, -0.0030, -0.9461], [0.7838, 0.9440, 1.8810], [-0.3768, 1.6319, -0.0265], [-1.4427, 0.2897, 1.5148], [1.4467, 0.3222, -1.6052], [-1.3225, 1.7750, -0.2057], [0.8808, -1.1668, 1.5657], [2.1229, -0.1457, 0.7267], [-1.2511, -0.4155, -1.9808], [-0.2253, -1.8320, -1.6339], [-1.2362, -1.0661, -0.3421]],
  "mulliken_charge": [-0.741, -0.953, 0.905, 0.751, -0.396, -0.535, -0.576, -0.462, 0.355, 0.298, 0.409, 0.301, 0.325, 0.317]
}



Relative to the most stable structure, the computed energies are i 0.0; ii 92.2, all in kJ/mol.